This record from OMol25 describes a cluster of 8 separate species, C3H23N2O7 in total. The level of theory is the ωB97M-V functional and the def2-TZVPD basis.

Each line ends with the Löwdin charge.
Element x y z (Å)
C1 0.471 2.057 1.196  -0.0164
C2 -0.362 0.878 0.884  -0.3868
C3 -1.239 0.231 1.623  -0.0982
N1 -1.832 -1.065 1.241  0.1686
N2 -0.001 0.211 -0.313  0.0913
H1 -0.163 2.953 0.935  0.1057
H2 1.379 2.204 0.552  0.1016
H3 0.750 1.878 2.196  0.0685
H4 -1.524 0.805 2.470  0.1159
H5 -1.301 -1.311 0.421  0.0409
H6 -2.829 -1.092 0.958  0.1442
H7 -1.942 -1.874 2.032  0.2432
H8 0.750 0.633 -0.858  0.0746
H9 -0.910 -0.075 -0.896  0.1289
H10 4.306 -0.191 2.284  0.1081
H11 2.902 -0.653 2.506  0.0633
O1 3.583 -0.697 1.837  -0.0228
H12 -0.280 4.638 -2.137  0.0436
H13 -1.413 3.738 -1.924  0.0774
O2 -0.535 3.983 -1.463  -0.0971
H14 2.638 -1.105 -1.493  -0.0158
H15 1.551 -1.470 -2.497  -0.0092
O3 2.143 -1.854 -1.902  -0.0541
H16 -3.496 1.525 -1.029  0.0546
H17 -4.711 1.105 -0.439  0.0970
O4 -3.735 0.808 -0.389  -0.0995
H18 3.916 0.098 -1.152  0.1375
H19 3.216 -0.064 0.428  0.0190
O5 3.071 0.257 -0.539  -0.1636
H20 -1.590 -2.159 -2.419  0.0350
H21 -1.787 -2.873 -1.176  0.1323
O6 -1.990 -1.908 -1.597  -0.0935
H22 0.683 -3.788 0.701  0.1080
H23 0.269 -2.672 -0.363  -0.0866
O7 0.016 -3.152 0.322  -0.0157

Calculated values
total charge: +1
relative energy (zero: lowest compared OMol25 entry of this formula, charge and spin): 51.8 kcal/mol
HOMO level: -0.4409 hartree
lowest unoccupied orbital energy: -2.75 eV
E_tot: -763.969552 a.u.

=====

This record from OMol25 describes a structure of composition C36H32N9O2P2ReS. The level of theory is the ωB97M-V functional and the def2-TZVPD basis.

Each line ends with the Mulliken spin population.
Element x y z (Å)
Re1 0.010 -1.171 -0.756  2.4484
C1 -0.684 -1.812 3.414  0.0120
C2 -1.836 -1.425 2.442  0.0042
P1 -1.282 -0.421 0.960  -0.0862
C3 -1.546 1.247 1.595  0.0008
C4 -2.641 2.037 1.275  0.0047
C5 -2.750 3.352 1.865  0.0016
C6 -1.883 3.729 2.950  0.0011
C7 -0.857 2.926 3.333  0.0011
C8 -0.646 1.702 2.655  0.0103
C9 -2.469 -1.042 -0.258  0.1475
C10 -3.824 -0.710 -0.362  -0.0205
C11 -4.535 -0.955 -1.546  0.1397
C12 -4.002 -1.931 -2.474  -0.0547
C13 -2.750 -2.531 -2.254  0.1261
C14 -1.933 -1.999 -1.221  -0.0327
C15 0.215 -2.920 2.846  0.0057
P2 1.028 -2.548 1.233  0.0101
C16 2.430 -1.426 1.654  -0.0495
C17 3.373 -1.776 2.697  -0.0075
C18 4.455 -0.910 2.996  -0.0006
C19 4.564 0.296 2.268  0.0027
C20 3.666 0.551 1.248  0.0271
C21 2.595 -0.261 0.885  0.0950
C22 1.705 -4.171 1.072  0.0216
C23 0.781 -5.220 0.977  0.0189
C24 1.210 -6.543 1.106  0.0009
C25 2.544 -6.820 1.309  0.0005
C26 3.508 -5.802 1.264  0.0000
C27 3.092 -4.499 1.006  -0.0009
H1 -1.105 -2.195 4.415  -0.0004
H2 -0.173 -0.848 3.655  -0.0008
H3 -2.632 -0.949 2.985  -0.0026
H4 -2.297 -2.313 2.028  0.0037
H5 -3.457 1.695 0.567  0.0001
H6 -3.465 4.112 1.596  0.0000
H7 -2.048 4.701 3.392  0.0001
H8 -0.217 3.205 4.134  0.0000
H9 0.244 1.058 2.849  0.0036
H10 -4.277 -0.158 0.457  -0.0040
H11 -5.561 -0.620 -1.576  0.0076
H12 -4.681 -2.243 -3.297  0.0000
H13 -2.451 -3.329 -2.851  0.0030
H14 -1.114 -2.672 -0.699  0.0086
H15 -0.412 -3.763 2.586  -0.0027
H16 0.870 -3.330 3.633  0.0003
H17 3.129 -2.593 3.413  0.0004
H18 5.038 -1.108 3.869  -0.0003
H19 5.360 1.037 2.509  0.0004
H20 3.798 1.462 0.613  0.0003
H21 1.975 0.015 0.039  -0.0220
H22 -0.316 -4.992 0.901  0.0005
H23 0.505 -7.356 1.021  0.0000
H24 2.860 -7.804 1.576  0.0000
H25 4.598 -5.927 1.410  0.0000
H26 3.825 -3.682 0.849  -0.0001
N1 1.203 -0.882 -4.053  0.0214
C28 1.958 -1.731 -3.243  0.0165
N2 3.024 -2.430 -3.540  0.0000
N3 3.411 -3.023 -2.358  0.0174
N4 2.687 -2.620 -1.425  -0.0020
N5 1.699 -1.784 -1.915  0.0484
C29 0.424 0.161 -3.572  0.0073
N6 -0.025 1.131 -4.304  -0.0100
N7 -0.476 2.046 -3.421  0.0401
N8 -0.176 1.626 -2.210  0.0267
N9 0.318 0.321 -2.229  0.0050
H27 1.332 -0.965 -5.055  -0.0008
O1 -0.878 8.155 -4.478  0.0000
C30 -1.800 7.636 -3.644  0.0000
O2 -2.926 8.078 -3.667  0.0000
C31 -1.301 6.514 -2.720  0.0006
C32 -2.226 5.427 -2.524  0.0003
C33 -1.816 4.321 -1.833  0.0000
C34 -0.524 4.196 -1.347  0.0005
S1 0.076 2.691 -0.672  0.0045
C35 0.315 5.333 -1.411  0.0004
C36 -0.044 6.389 -2.185  -0.0001
H28 -0.030 7.682 -4.556  0.0000
H29 -3.172 5.452 -3.081  -0.0001
H30 -2.516 3.483 -1.678  0.0008
H31 1.217 5.292 -0.836  0.0000
H32 0.714 7.152 -2.294  0.0000

Calculated values
total charge: +1
HOMO level (spin up / spin down): -0.3659 / -0.4001 hartree
lowest unoccupied orbital energy (spin up / spin down): -3.71 / -4.30 eV
E_tot: -3193.043493 a.u.
spin multiplicity: 4
<S²>: 3.788

=====

This record from OMol25 describes a cluster of 3 separate species, C14H32BFNO6 in total. The level of theory is the ωB97M-V functional and the def2-TZVPD basis.

Each line ends with the Löwdin charge.
Element x y z (Å)
C1 3.933 -0.540 0.444  -0.1282
C2 3.035 -0.889 -0.803  -0.2139
C3 1.645 -0.188 -0.689  -0.3408
F1 1.785 1.071 -1.347  -0.1207
B1 0.447 -1.041 -1.425  -0.4995
C4 -0.362 -2.045 -0.412  -0.2428
C5 -1.433 -1.360 0.494  -0.2475
C6 -2.769 -1.068 -0.235  -0.2892
N1 -3.075 0.393 -0.316  -0.0221
H1 3.971 -1.415 1.110  0.0569
H2 4.974 -0.346 0.126  0.0485
H3 3.598 0.363 0.969  0.0500
H4 2.920 -1.979 -0.849  0.0892
H5 3.557 -0.524 -1.697  0.0974
H6 1.484 0.004 0.389  0.1061
H7 -0.265 -0.295 -2.058  0.0434
H8 0.994 -1.751 -2.258  0.0400
H9 -0.874 -2.798 -1.048  0.0693
H10 0.326 -2.603 0.259  0.0742
H11 -1.664 -2.059 1.324  0.0805
H12 -1.062 -0.424 0.936  0.0938
H13 -3.618 -1.550 0.293  0.0886
H14 -2.788 -1.461 -1.261  0.1014
H15 -3.657 0.500 -1.139  0.0340
H16 -3.673 0.638 0.464  0.0424
C7 6.921 -1.365 6.390  -0.0680
C8 5.957 -0.382 7.024  -0.2207
O1 6.042 0.903 6.402  0.0314
C9 5.393 1.007 5.239  -0.6187
O2 4.759 0.142 4.707  0.1363
O3 5.585 2.239 4.771  0.0028
C10 5.002 2.471 3.484  -0.0347
H17 7.933 -0.958 6.385  0.0793
H18 6.921 -2.309 6.935  0.0773
H19 6.649 -1.566 5.353  0.0772
H20 6.222 -0.229 8.070  0.1187
H21 4.932 -0.753 6.999  0.1234
H22 3.947 2.204 3.472  0.0987
H23 5.543 1.914 2.720  0.0983
H24 5.094 3.534 3.274  0.0911
C11 -8.194 -0.236 -5.502  -0.0700
C12 -6.730 -0.594 -5.657  -0.2162
O4 -5.922 0.578 -5.804  0.0371
C13 -5.650 1.220 -4.668  -0.6135
O5 -6.013 0.896 -3.571  0.1250
O6 -4.923 2.295 -4.969  0.0102
C14 -4.623 3.119 -3.843  -0.0354
H25 -8.519 0.407 -6.322  0.0786
H26 -8.810 -1.136 -5.491  0.0768
H27 -8.367 0.310 -4.574  0.0737
H28 -6.586 -1.175 -6.568  0.1207
H29 -6.374 -1.201 -4.824  0.1257
H30 -4.168 2.542 -3.041  0.0938
H31 -5.530 3.612 -3.492  0.0963
H32 -3.916 3.879 -4.168  0.0939

Calculated values
total charge: -1
HOMO level: -0.1615 hartree
lowest unoccupied orbital energy: 2.51 eV
E_tot: -1183.563777 a.u.

=====

no.,maximum force (eV Å⁻¹)
1,7.73
2,4.46
3,1.69